Computed, not measured: 13 unconnected molecules or ions with the total composition H27O13 in a non-equilibrium geometry, with ωB97M-V/def2-TZVPD.

Output
ΔE to the lowest compared entry with this formula, charge and spin: 153.0 kJ/mol
Frontier orbital gap: 10.0275 eV
E_LUMO: -0.1090 Ha

The geometry in ORCA input format:
```
! RIJCOSX wB97M-V def2-TZVPD def2/J DEFGRID3
* xyz 1 1
H -2.55 -2.13 2.36
H 0.44 -3.65 1.45
H -1.98 -0.47 -3.01
H 2.19 2.84 0.02
O 1.64 -0.40 -2.00
H -3.20 1.58 2.72
O -0.46 -0.24 2.68
H 3.49 2.07 -1.80
H 2.88 -0.79 2.36
H -0.87 3.34 -1.59
H -0.22 0.43 1.49
H 0.66 1.49 0.24
H 2.33 1.76 0.94
H -1.18 0.32 2.99
O -2.50 1.51 2.07
H -3.03 1.48 1.27
H -1.86 -2.51 1.01
O -1.96 -2.75 1.95
O -0.08 0.81 0.47
H -2.20 1.25 -1.72
O -1.69 -1.29 -0.31
O 2.83 -0.36 1.50
H 3.13 0.70 -2.28
O -3.11 0.94 -1.62
O 3.82 1.18 -1.80
H 3.63 -0.70 1.07
H -0.79 -0.68 -3.90
H -3.59 1.68 -1.16
H 0.01 0.07 -0.21
O 2.21 1.86 -0.03
O 1.30 -3.37 1.10
H -1.67 -1.62 -1.19
H 1.94 -0.72 -1.15
H 0.07 2.10 -1.31
H -0.62 -1.18 2.54
O -0.72 2.57 -1.02
H 1.88 -4.13 1.04
H -2.05 -0.39 -0.26
O -1.02 -0.59 -2.97
H 1.02 -0.95 -2.49
*
```